{
  "formula": "C30H45Br10F5N2O4",
  "method": "the ωB97M-V functional and the def2-TZVPD basis",
  "species": ["C", "C", "O", "C", "C", "O", "C", "C", "C", "C", "C", "F", "F", "C", "F", "F", "F", "C", "C", "C", "N", "C", "O", "N", "C", "C", "C", "C", "C", "C", "O", "H", "H", "H", "H", "H", "H", "H", "H", "H", "H", "H", "H", "H", "H", "H", "H", "H", "H", "H", "H", "H", "H", "H", "H", "H", "Br", "C", "C", "Br", "H", "H", "H", "H", "Br", "C", "C", "Br", "H", "H", "H", "H", "Br", "C", "C", "Br", "H", "H", "H", "H", "Br", "C", "C", "Br", "H", "H", "H", "H", "Br", "C", "C", "Br", "H", "H", "H", "H"],
  "positions_angstrom": [[-2.9115, 3.1393, -5.6211], [-4.0586, 2.2957, -6.1575], [-3.5933, 1.1554, -6.8516], [-4.2018, -0.0620, -6.4752], [-3.5337, -0.7016, -5.2489], [-4.4119, -1.4343, -4.4206], [-5.3593, -0.6677, -3.7029], [-4.9537, -0.5220, -2.2560], [-5.2269, -1.5616, -1.3738], [-4.8951, -1.5251, -0.0179], [-5.2183, -2.6420, 0.9417], [-5.9197, -2.1343, 1.9981], [-4.1030, -3.2348, 1.4314], [-6.1175, -3.7754, 0.3906], [-7.2707, -3.2924, -0.0937], [-5.4886, -4.4540, -0.5863], [-6.4033, -4.6406, 1.3705], [-4.2278, -0.3895, 0.4215], [-3.9624, 0.6644, -0.4337], [-4.3233, 0.6410, -1.7821], [-4.0759, 1.7460, -2.5738], [-3.2158, 1.7071, 0.2933], [-2.7006, 2.7027, -0.1476], [-3.1115, 1.2762, 1.6322], [-1.8173, 1.5031, 2.2842], [-0.6444, 0.8570, 1.5422], [0.5161, 0.4870, 2.4796], [0.2328, -0.8927, 3.1170], [1.8124, 0.4430, 1.6638], [-3.6595, -0.0211, 1.7589], [-3.6009, -0.6660, 2.7651], [-2.3756, 3.6442, -6.4240], [-2.2195, 2.5333, -5.0318], [-3.3209, 3.9006, -4.9501], [-4.6633, 2.9120, -6.8341], [-4.7261, 2.0252, -5.3301], [-4.0726, -0.7319, -7.3269], [-5.2793, 0.0665, -6.3254], [-2.9528, 0.0293, -4.6696], [-2.7999, -1.4271, -5.6047], [-5.5320, 0.3210, -4.1378], [-6.3128, -1.1989, -3.7537], [-5.7112, -2.4397, -1.7788], [-3.3144, 2.3126, -2.2140], [-3.9053, 1.5127, -3.5415], [-1.6574, 2.5822, 2.3252], [-1.8676, 1.1625, 3.3178], [-0.9872, -0.0421, 1.0161], [-0.2928, 1.5486, 0.7721], [0.5967, 1.2378, 3.2702], [0.5101, -0.9288, 4.1710], [0.7521, -1.6774, 2.5656], [-0.8378, -1.1143, 3.0822], [1.9449, 1.3901, 1.1319], [1.7478, -0.3501, 0.9127], [2.6895, 0.2883, 2.2930], [4.7935, -1.2784, 3.0248], [6.5758, -0.5948, 3.4047], [6.5264, 0.6105, 4.3038], [5.9347, 2.1995, 3.3526], [7.0347, -0.3736, 2.4488], [7.1070, -1.4099, 3.8885], [7.5221, 0.8449, 4.6751], [5.8458, 0.4758, 5.1381], [-5.9644, 2.8187, 0.1077], [-6.9366, 4.3467, 0.8174], [-7.5885, 4.0303, 2.1371], [-9.1695, 2.9207, 1.9178], [-7.6571, 4.6393, 0.0607], [-6.1959, 5.1340, 0.9403], [-7.9337, 4.9423, 2.6186], [-6.9223, 3.4939, 2.8051], [-0.9901, 0.5309, -3.1869], [0.8109, 1.1327, -2.7602], [0.7890, 2.2497, -1.7521], [0.2089, 3.9244, -2.5498], [1.2666, 1.4293, -3.6990], [1.3274, 0.2634, -2.3595], [1.7886, 2.4316, -1.3639], [0.1095, 2.0471, -0.9312], [9.5453, -1.8086, 2.1388], [11.3062, -1.0844, 2.5352], [11.2141, 0.1061, 3.4521], [10.5522, 1.6849, 2.5345], [11.7648, -0.8472, 1.5809], [11.8600, -1.8875, 3.0175], [12.1981, 0.3682, 3.8334], [10.5388, -0.0732, 4.2824], [10.4834, -5.6923, 4.7684], [10.9216, -6.3029, 2.9741], [10.2835, -5.4371, 1.9217], [8.3807, -5.7797, 1.7376], [10.6054, -7.3387, 2.9093], [12.0054, -6.2470, 2.9031], [10.7131, -5.6473, 0.9446], [10.3770, -4.3798, 2.1458]],
  "atomic_forces_ev_per_a": [[-0.221, -0.048, 0.196], [0.000, 0.486, 0.124], [0.076, -0.051, 0.021], [0.041, -0.030, -0.206], [0.304, -0.113, -0.014], [-0.193, -0.097, -0.330], [-0.106, -0.013, 0.352], [-0.159, 0.012, 0.229], [0.059, 0.043, 0.021], [0.217, -0.030, -0.045], [-0.406, 0.267, 0.160], [0.156, -0.117, -0.093], [-0.070, 0.035, -0.105], [0.077, -0.363, 0.065], [0.247, -0.105, 0.079], [-0.190, 0.168, 0.154], [0.047, 0.231, -0.270], [-0.266, 0.066, 0.025], [-0.187, -0.361, -0.175], [0.194, 0.271, -0.079], [0.323, -0.362, -0.109], [0.272, -0.424, 0.410], [0.291, 0.160, -0.178], [0.469, -0.422, -0.544], [0.048, 0.650, 0.340], [0.001, 0.125, 0.061], [-0.093, -0.606, -0.466], [-0.312, 0.378, 0.164], [-0.169, 0.420, 0.186], [0.051, 0.285, 0.023], [0.073, -0.236, 0.120], [0.086, -0.117, 0.025], [0.061, 0.018, -0.141], [0.038, 0.051, -0.103], [-0.025, -0.133, -0.040], [0.032, -0.177, -0.064], [-0.109, 0.033, 0.016], [0.005, -0.003, 0.098], [-0.346, 0.138, -0.215], [0.007, 0.012, 0.137], [0.071, -0.057, -0.133], [0.051, -0.015, 0.013], [-0.028, 0.053, -0.050], [-0.189, 0.194, 0.097], [-0.131, 0.140, 0.001], [-0.060, -0.040, 0.023], [-0.220, -0.203, -0.102], [0.065, -0.042, 0.042], [-0.112, -0.051, 0.190], [0.033, 0.098, -0.088], [0.242, -0.101, -0.081], [0.010, -0.045, 0.088], [0.038, -0.037, 0.037], [0.116, -0.016, 0.037], [0.086, -0.034, 0.073], [-0.100, -0.079, -0.122], [0.131, -0.055, 0.006], [-0.237, -0.065, 0.086], [0.076, 0.123, -0.053], [-0.045, -0.027, 0.027], [0.026, 0.025, -0.011], [0.007, 0.005, 0.023], [0.015, -0.008, -0.030], [0.011, -0.028, 0.017], [-0.660, 0.288, 0.068], [0.139, -0.048, -0.017], [-0.140, 0.000, 0.008], [0.047, -0.021, 0.009], [-0.023, 0.013, 0.014], [0.003, -0.005, 0.027], [0.009, 0.018, -0.020], [0.027, 0.013, -0.001], [0.323, -0.052, 0.133], [-0.042, -0.069, 0.062], [0.037, 0.155, -0.086], [-0.050, -0.038, 0.019], [0.020, 0.014, 0.001], [-0.020, 0.001, 0.037], [0.019, -0.014, -0.024], [0.015, 0.031, -0.125], [0.127, 0.014, -0.092], [-0.068, -0.107, 0.051], [0.049, 0.136, -0.057], [-0.067, -0.041, 0.038], [0.022, 0.060, 0.014], [-0.026, -0.004, 0.025], [0.015, -0.008, -0.023], [0.034, -0.047, 0.033], [-0.017, -0.024, -0.017], [0.040, 0.059, 0.100], [-0.077, -0.100, -0.113], [0.011, 0.059, 0.055], [-0.008, -0.007, -0.014], [0.001, 0.011, -0.023], [0.033, -0.020, 0.018], [0.051, -0.043, -0.018]],
  "multiplicity": 1,
  "total_charge": 0,
  "smiles": "CCOCCOCc1cc(C(F)(F)C(F)(F)F)c2c(c1N)C(=O)N(CCC(C)C)C2=O.BrCCBr.BrCCBr.BrCCBr.BrCCBr.BrCCBr",
  "homo_energy_ev": -8.87,
  "fmax_ev_per_a": 0.83,
  "energy_ev": -757024.146
}